No. 1
{"formula": "C21H26N4O3", "method": "the ωB97M-V functional and the def2-TZVPD basis", "total_energy_ha": -1260.5644, "charge": 0, "e_above_lowest_kcal_mol": 58.3, "multiplicity": 1, "smiles": "C=CCC(=O)N1CCC(n2nccc2NC(=O)CCOc2ccccc2)CC1", "largest_force_ev_per_a": 0.85, "symbols": ["C", "C", "C", "C", "O", "N", "C", "C", "C", "N", "N", "C", "C", "C", "N", "C", "O", "C", "C", "O", "C", "C", "C", "C", "C", "C", "C", "C", "H", "H", "H", "H", "H", "H", "H", "H", "H", "H", "H", "H", "H", "H", "H", "H", "H", "H", "H", "H", "H", "H", "H", "H", "H", "H"], "positions_angstrom": [[-8.10031, -1.42487, 0.12187], [-6.92454, -0.96348, -0.26152], [-5.77081, -1.83623, -0.64667], [-4.66444, -1.71465, 0.40034], [-4.51629, -2.57866, 1.24398], [-3.90501, -0.59700, 0.38268], [-3.85961, 0.42990, -0.62925], [-2.54587, 0.33870, -1.41496], [-1.32162, 0.38578, -0.49112], [-1.09210, 1.72568, 0.00392], [-2.05421, 2.43499, 0.58822], [-1.53715, 3.60976, 0.88666], [-0.19770, 3.67900, 0.49565], [0.05576, 2.44178, -0.06354], [1.23881, 1.96571, -0.64445], [1.93323, 0.88343, -0.18220], [1.52158, 0.16387, 0.69805], [3.25768, 0.66201, -0.88767], [3.55574, -0.84016, -1.00658], [4.89600, -1.09859, -1.34250], [5.86229, -0.98106, -0.38196], [5.63642, -0.69614, 0.96013], [6.70900, -0.61731, 1.83435], [8.00307, -0.81355, 1.39117], [8.22808, -1.09805, 0.05309], [7.16966, -1.18067, -0.82711], [-1.48325, -0.61960, 0.65642], [-2.83221, -0.45234, 1.34879], [-8.90317, -0.76767, 0.40930], [-8.30778, -2.48105, 0.16405], [-6.74115, 0.10312, -0.28124], [-5.39699, -1.58059, -1.63963], [-6.08657, -2.88008, -0.64753], [-4.69935, 0.34886, -1.31581], [-3.90079, 1.40298, -0.12904], [-2.49891, 1.15583, -2.13722], [-2.51630, -0.60670, -1.96074], [-0.43017, 0.12240, -1.07064], [-2.13421, 4.35741, 1.36882], [0.48454, 4.49611, 0.60616], [1.72088, 2.62082, -1.24298], [3.26878, 1.13038, -1.87245], [4.04095, 1.12610, -0.28056], [2.97160, -1.27025, -1.82499], [3.26690, -1.34330, -0.07668], [4.63995, -0.54366, 1.34472], [6.52083, -0.39808, 2.87515], [8.83063, -0.74757, 2.08080], [9.23417, -1.25639, -0.30580], [7.32479, -1.40421, -1.87096], [-0.66781, -0.48946, 1.36694], [-1.41546, -1.62638, 0.24106], [-2.96474, -1.21825, 2.11364], [-2.90280, 0.54133, 1.79986]], "forces_ev_per_angstrom": [[-0.1164, 0.0401, 0.0105], [0.0687, 0.0478, -0.1473], [0.0668, -0.1318, 0.1706], [-0.1973, -0.1353, -0.2934], [-0.0567, -0.3478, 0.1699], [0.1387, 0.2082, 0.1685], [-0.1110, 0.1756, -0.4070], [-0.0392, 0.2082, 0.1500], [-0.1045, -0.6717, -0.1903], [0.7198, 0.4185, -0.1541], [-0.6706, 0.0625, 0.2978], [0.2593, -0.0647, -0.1851], [0.1430, -0.2520, -0.1152], [-0.0523, 0.3320, 0.2987], [-0.2278, 0.3645, -0.2293], [0.4172, 0.0476, -0.2431], [-0.0401, -0.1025, 0.1486], [0.1485, -0.4001, 0.1188], [-0.3996, 0.1048, 0.2012], [0.3464, 0.0177, -0.0729], [0.1968, -0.0057, -0.0101], [-0.3158, -0.0266, -0.1705], [0.1599, 0.0043, 0.0342], [0.0522, 0.0248, 0.1720], [-0.0432, -0.0005, -0.0402], [-0.1916, 0.0106, -0.0721], [-0.0436, 0.2230, 0.1163], [0.1781, -0.2615, 0.3628], [-0.1074, 0.1767, 0.0564], [0.0204, -0.2447, -0.0071], [-0.0633, 0.1537, 0.0271], [-0.0209, -0.0107, -0.0360], [0.1173, 0.0705, -0.0097], [-0.0129, -0.0104, 0.0565], [-0.1609, -0.2118, -0.1987], [0.0406, -0.0070, -0.0547], [-0.0081, -0.0191, -0.0311], [-0.1589, 0.1250, 0.1165], [-0.1598, 0.1327, 0.0984], [0.2006, 0.1280, 0.0340], [-0.0444, -0.2080, 0.0050], [0.0258, 0.0254, 0.0273], [-0.0459, 0.0413, -0.0196], [0.0324, 0.0263, 0.1503], [0.0434, 0.0512, -0.1614], [-0.1293, 0.0102, -0.0075], [-0.0185, 0.0148, 0.0757], [0.0645, 0.0051, 0.0609], [0.0764, -0.0170, -0.0414], [0.0189, -0.0239, -0.1227], [-0.0065, -0.0265, -0.0513], [-0.0014, -0.0628, -0.0037], [0.0248, 0.1560, -0.0746], [-0.0127, -0.1649, 0.0223]]}

No. 2
{"formula": "C21H26N4S2Sn", "method": "the ωB97M-V functional and the def2-TZVPD basis", "total_energy_ha": -2045.0189, "charge": 2, "e_above_lowest_kcal_mol": 0.0, "multiplicity": 1, "largest_force_ev_per_a": 0.58, "symbols": ["Sn", "C", "N", "C", "C", "N", "C", "C", "C", "C", "C", "C", "C", "S", "C", "C", "C", "C", "C", "C", "S", "H", "H", "H", "H", "H", "H", "H", "H", "H", "H", "H", "H", "H", "H", "H", "H", "H", "H", "C", "C", "C", "C", "N", "N", "C", "H", "H", "H", "H", "H", "H", "H", "H"], "positions_angstrom": [[-0.02778, -0.16014, 0.21699], [0.02249, 1.68966, 2.67885], [0.42786, 1.81443, 1.24447], [-0.36301, 2.88594, 0.53156], [-1.65013, 2.36202, -0.06567], [-1.39848, 1.27012, -1.07488], [-0.76762, 1.81724, -2.29756], [-2.62374, 0.51665, -1.30890], [-3.31984, 0.60860, -2.50400], [-4.45861, -0.15773, -2.69873], [-4.89267, -1.02902, -1.71239], [-4.18101, -1.14498, -0.52929], [-3.04463, -0.37167, -0.31665], [-2.14012, -0.60521, 1.20340], [1.85029, 2.15651, 1.12679], [2.37567, 3.20301, 1.87529], [3.69863, 3.57355, 1.71566], [4.49988, 2.90608, 0.79775], [3.97645, 1.87805, 0.03444], [2.64495, 1.50426, 0.19514], [2.03116, 0.23232, -0.89316], [0.18148, 2.62753, 3.20730], [0.62712, 0.91551, 3.15083], [-1.03120, 1.42805, 2.73903], [0.27493, 3.30312, -0.24356], [-0.58121, 3.69370, 1.23226], [-2.18992, 3.16896, -0.56679], [-2.30125, 1.97010, 0.70855], [-1.33587, 2.66926, -2.67387], [-0.72536, 1.04209, -3.05844], [0.24724, 2.13350, -2.08000], [-3.00646, 1.29814, -3.27550], [-5.00743, -0.06728, -3.62596], [-5.78252, -1.62387, -1.86494], [-4.50636, -1.82824, 0.24511], [1.75680, 3.73776, 2.58439], [4.10183, 4.38589, 2.30438], [5.53418, 3.19374, 0.66695], [4.59588, 1.36405, -0.68930], [3.45865, -4.53205, -0.23442], [2.10984, -3.94949, 0.00448], [0.88435, -4.54789, 0.24336], [-0.04196, -3.53128, 0.41551], [0.58835, -2.32390, 0.29111], [1.89428, -2.63685, 0.03419], [-1.48942, -3.76386, 0.68588], [3.39660, -5.61652, -0.24937], [4.15159, -4.23882, 0.55481], [3.86557, -4.19637, -1.18866], [0.68284, -5.60512, 0.28399], [2.56691, -1.89306, -0.08425], [-1.67308, -4.83535, 0.65444], [-2.12558, -3.29012, -0.05957], [-1.78051, -3.40103, 1.66893]], "forces_ev_per_angstrom": [[-0.1733, 0.0190, -0.4732], [-0.0643, 0.1098, -0.0262], [0.1339, 0.1471, 0.2988], [-0.0805, -0.1055, -0.1437], [-0.0587, -0.0295, -0.1945], [0.2658, -0.0997, 0.5009], [-0.0672, -0.0766, -0.0097], [0.1766, -0.0755, -0.0927], [-0.1069, 0.1473, 0.0846], [-0.0578, -0.0182, -0.0264], [-0.0050, 0.0459, -0.0044], [0.0106, 0.0332, 0.1758], [0.0089, -0.1082, -0.1653], [-0.1239, 0.0560, 0.1239], [-0.0313, 0.0434, 0.0352], [0.0235, -0.0618, 0.0811], [0.0396, 0.0006, -0.0169], [0.0072, 0.0219, 0.0068], [-0.0073, -0.0045, 0.0513], [-0.0556, 0.0330, -0.1981], [0.1431, 0.2138, -0.0747], [-0.0319, -0.0320, -0.0216], [-0.0195, -0.0041, 0.0071], [0.0006, -0.0110, -0.0236], [0.0816, -0.0263, 0.0095], [0.0005, -0.0410, 0.0585], [0.0731, 0.0438, 0.0001], [-0.0767, -0.0765, 0.0144], [-0.0142, -0.0270, 0.0000], [0.0239, -0.0071, -0.0023], [0.0321, 0.0319, 0.0311], [0.0013, -0.0583, -0.0023], [0.0050, -0.0075, 0.0041], [0.0101, -0.0111, 0.0125], [-0.0129, -0.0300, -0.0427], [0.0555, 0.0021, -0.0265], [-0.0020, -0.0053, -0.0113], [-0.0066, -0.0061, 0.0131], [-0.0067, 0.0173, -0.0023], [-0.0224, 0.0260, -0.0042], [0.0913, -0.0591, 0.0373], [-0.0221, -0.0689, -0.0035], [0.1048, 0.1419, 0.0102], [-0.2247, -0.2678, -0.0275], [0.0505, 0.0903, 0.1058], [-0.0160, 0.0611, 0.0032], [-0.0011, 0.0012, -0.0018], [-0.0063, -0.0086, 0.0057], [-0.0094, -0.0060, -0.0008], [-0.0033, 0.0184, -0.0035], [-0.0191, -0.0157, -0.0312], [0.0102, 0.0079, -0.0223], [-0.0256, 0.0367, -0.0249], [0.0025, -0.0009, 0.0069]]}

No. 3
{"formula": "C21H26N5O3", "method": "the ωB97M-V functional and the def2-TZVPD basis", "total_energy_ha": -1314.9481, "charge": 1, "multiplicity": 1, "largest_force_ev_per_a": 4.27, "symbols": ["C", "C", "N", "C", "N", "C", "C", "C", "C", "C", "C", "N", "C", "C", "C", "O", "O", "N", "C", "C", "C", "C", "O", "H", "H", "H", "H", "H", "H", "H", "H", "H", "H", "H", "H", "H", "H", "H", "H", "H", "H", "H", "H", "H", "N", "C", "C", "C", "C", "C", "H", "H", "H", "H", "H"], "positions_angstrom": [[1.14681, 1.22139, 2.68383], [2.46369, 0.35690, 2.55982], [2.19544, -1.05234, 2.09570], [1.37663, -1.00688, 0.91725], [0.02550, -1.24257, 1.10138], [-0.87856, -1.23436, 0.06601], [-2.40028, -1.54248, 0.28497], [-2.83253, -2.84981, -0.17669], [-4.27054, -3.17550, 0.05545], [-4.98888, -2.07604, 0.72208], [-4.40417, -0.79054, 1.09759], [-3.08789, -0.53524, 0.86650], [-0.46244, -0.93322, -1.29929], [0.97548, -0.67703, -1.55457], [1.41055, -0.40150, -3.02680], [2.49814, -0.00267, -3.33765], [0.47051, -0.69021, -4.02574], [0.03385, 0.45220, -4.69350], [1.93008, -0.72753, -0.42913], [3.46654, -0.50925, -0.62806], [4.06267, -1.88546, -1.19067], [5.21180, -2.45856, -0.27677], [3.04111, -2.91737, -1.26755], [0.35991, 0.57790, 3.17788], [1.29666, 2.14747, 3.29785], [0.72437, 1.52420, 1.69000], [3.13554, 0.87987, 1.82791], [2.95744, 0.37224, 3.56888], [3.10069, -1.47646, 1.85522], [-0.33642, -1.44757, 2.04144], [-2.13443, -3.59021, -0.64365], [-4.73605, -4.13877, -0.23959], [-6.07231, -2.23545, 0.96215], [-5.05735, -0.03557, 1.60466], [-1.17506, -0.89685, -2.15742], [-0.72768, 0.87022, -4.15499], [0.79280, 1.11319, -4.87216], [3.99820, -0.28206, 0.33333], [3.65984, 0.35413, -1.31284], [4.38777, -1.69312, -2.24957], [5.92343, -1.67195, 0.08679], [5.74761, -3.25205, -0.87306], [4.73497, -3.01412, 0.58296], [3.21777, -3.46607, -2.05430], [-1.62283, 3.52027, 1.61452], [-2.37578, 2.64412, 0.93691], [-3.40002, 3.00994, 0.07829], [-3.66558, 4.36061, -0.08783], [-2.90147, 5.28685, 0.60409], [-1.89711, 4.81755, 1.43638], [-2.13345, 1.60176, 1.10183], [-3.97520, 2.25729, -0.44627], [-4.45924, 4.68763, -0.74940], [-3.08003, 6.34894, 0.50006], [-1.27053, 5.50415, 1.99577]], "forces_ev_per_angstrom": [[-0.2760, -0.8272, -0.0310], [-0.3115, 1.5788, 0.4089], [-0.5330, 0.7597, -0.8594], [0.7866, 0.0772, -1.5672], [0.4104, 0.2540, -1.8216], [-0.5074, 0.5568, -2.3945], [1.4211, -1.1542, -0.3599], [-2.5478, 0.6929, 1.0848], [2.1291, 3.5769, 0.9518], [0.2485, -0.6801, -0.4390], [0.0507, -2.2697, -0.8392], [-1.2154, -1.6444, -0.0814], [2.4098, -0.0113, 1.7777], [-1.2699, -0.8493, 1.7443], [0.3521, -0.1389, -0.0438], [-0.6790, -0.0540, 0.5900], [0.5463, -0.4497, 1.9865], [-0.7332, 0.9617, -0.9424], [-1.8694, 0.3669, 0.1575], [-0.6299, -0.9253, 0.3649], [0.6373, -0.0883, -0.3444], [-0.3980, -0.2980, -0.5828], [0.2452, 0.4717, -0.3901], [0.7255, 0.8479, -0.2525], [-0.0231, -0.9701, -0.6136], [0.4789, -0.1613, 0.8290], [-0.4168, -0.4409, 0.6890], [-0.3727, -0.4979, -1.0661], [-0.5911, 0.0792, 0.1080], [0.4779, 0.1204, -0.3773], [-0.6707, 0.9835, 0.5223], [0.3820, 0.9405, 0.3342], [1.1737, 0.2234, -0.2745], [0.9450, -0.6440, -0.6024], [0.5995, -0.1904, 1.1236], [0.4663, 0.0153, -0.0436], [-0.0724, -0.3778, 0.2617], [-0.7844, -0.2016, -0.7891], [-0.2842, -0.9836, 0.4856], [0.0747, -0.0827, 1.1244], [-0.5829, -0.7758, -0.3891], [-0.2997, 0.9321, 0.6971], [0.4544, 0.7949, -0.7192], [-0.0527, 0.3741, 0.5735], [-0.2594, 0.1452, -0.2969], [0.3822, 0.1618, 0.2422], [0.0218, 0.0556, 0.0224], [-0.0987, 0.0599, -0.0823], [-0.0403, -0.0799, -0.0398], [0.1993, -0.2514, 0.1706], [-0.1209, 0.0168, -0.0533], [0.0239, -0.0074, 0.0290], [0.0311, -0.0058, 0.0308], [0.0270, -0.0314, 0.0228], [-0.0599, 0.0452, -0.0363]]}